No. 1
{"formula": "C14H32LiNO14P", "method": "ωB97M-V/def2-TZVPD", "e_tot_ev": -54680.2987, "charge": -1, "e_homo_ev": -2.03, "max_force_ev_per_a": 10.3, "symbols": ["C", "N", "C", "C", "C", "C", "O", "H", "H", "H", "H", "H", "H", "H", "H", "H", "H", "H", "H", "H", "H", "Li", "P", "O", "O", "O", "O", "C", "O", "C", "O", "O", "C", "H", "H", "H", "H", "H", "H", "C", "O", "C", "O", "O", "C", "H", "H", "H", "H", "H", "H", "C", "O", "C", "O", "O", "C", "H", "H", "H", "H", "H", "H"], "coordinates": [[-1.08362, -2.87525, -2.06033], [-0.53562, -4.28625, -1.66033], [-1.57562, -5.30125, -1.76233], [0.45438, -4.68025, -2.77733], [0.14438, -4.22025, -0.36133], [1.25138, -3.09425, -0.23233], [1.76238, -3.00625, 1.08167], [-1.29162, -2.35925, -1.30633], [-1.83462, -2.68625, -2.78033], [-0.57062, -2.17725, -2.47233], [-2.18362, -5.33925, -2.62233], [-2.30162, -5.48725, -0.91333], [-1.18362, -6.29625, -1.52333], [0.00038, -4.74325, -3.73533], [0.91338, -5.67625, -2.47033], [1.32138, -3.91725, -2.94133], [0.71138, -5.08225, 0.00567], [-0.58862, -4.01925, 0.32067], [0.91638, -2.06225, -0.53633], [2.12438, -3.23525, -0.90433], [1.04838, -2.43125, 1.59967], [0.26538, 0.02575, 1.82867], [-1.55062, -1.23625, 1.49867], [-0.84862, -0.47325, 0.47867], [-0.12962, -1.87125, 2.04867], [-2.59562, -2.16425, 1.27967], [-1.57962, -0.07025, 2.43067], [1.05438, 1.82175, -6.40933], [1.30238, 2.10375, -4.94833], [1.06138, 1.23575, -4.00233], [0.91238, 0.00075, -4.34233], [1.15538, 1.67975, -2.74333], [1.18838, 0.71575, -1.70433], [1.30638, 0.83875, -6.72733], [1.36438, 2.58075, -7.13333], [-0.12362, 1.70675, -6.52233], [0.13638, 0.27675, -1.78833], [1.25038, 1.23975, -0.64233], [2.11038, -0.01225, -1.67033], [2.37638, -0.58025, 4.36467], [2.80538, 0.81975, 4.27667], [2.52638, 1.50175, 3.17867], [1.91538, 0.97075, 2.20267], [2.75438, 2.74775, 3.26067], [2.29538, 3.62375, 2.19367], [2.30638, -0.95825, 5.34967], [2.82838, -1.27025, 3.52467], [1.28838, -0.76425, 3.85167], [1.33238, 3.41675, 1.99267], [2.70838, 3.32175, 1.08967], [2.49838, 4.74375, 2.50467], [-1.61462, 2.93675, 1.29567], [-1.52562, 3.88075, 2.35967], [-2.60162, 4.57475, 2.56467], [-3.64062, 4.59275, 1.92267], [-2.37162, 5.63775, 3.36667], [-3.45162, 6.68275, 3.59267], [-2.54162, 2.47175, 1.33167], [-0.74562, 2.26975, 1.32567], [-1.70362, 3.25875, 0.37767], [-3.53662, 7.11175, 2.75667], [-3.29862, 7.44375, 4.39167], [-4.38262, 6.14375, 4.04567]]}


No. 2
{"formula": "C14H32N4O28S5", "method": "ωB97M-V/def2-TZVPD", "e_tot_ev": -132486.8123, "charge": 0, "e_homo_ev": -10.64, "max_force_ev_per_a": 3.1, "symbols": ["C", "N", "O", "O", "H", "H", "H", "C", "N", "O", "O", "H", "H", "H", "C", "N", "O", "O", "H", "H", "H", "C", "N", "O", "O", "H", "H", "H", "O", "S", "O", "O", "C", "C", "O", "H", "H", "H", "H", "O", "S", "O", "O", "C", "C", "O", "H", "H", "H", "H", "O", "S", "O", "O", "C", "C", "O", "H", "H", "H", "H", "O", "S", "O", "O", "C", "C", "O", "H", "H", "H", "H", "O", "S", "O", "O", "C", "C", "O", "H", "H", "H", "H"], "coordinates": [[3.82468, 1.90605, -3.83556], [3.37109, 2.04380, -2.42451], [3.99031, 1.46348, -1.56155], [2.33373, 2.65391, -2.23616], [2.91912, 2.03520, -4.41933], [4.29387, 0.94590, -4.00571], [4.51517, 2.71269, -4.06759], [0.26209, 4.92309, -0.97727], [1.00256, 4.32624, 0.15924], [0.41616, 3.41626, 0.70980], [2.03907, 4.83128, 0.51742], [0.17602, 4.16039, -1.74982], [0.75918, 5.79673, -1.37360], [-0.76410, 5.08123, -0.65944], [-0.05671, -4.38861, -0.27895], [0.89558, -5.03697, 0.63484], [0.59319, -6.15878, 0.98520], [1.97091, -4.52100, 0.86496], [0.57215, -3.95887, -1.07059], [-0.53271, -3.46187, 0.03873], [-0.72727, -5.04265, -0.81925], [0.65474, 0.34788, -0.95574], [0.22121, -0.12187, 0.37672], [-0.37904, 0.65711, 1.07343], [0.46700, -1.29661, 0.62924], [1.74692, 0.32150, -0.86599], [0.39039, 1.35369, -1.24636], [0.45723, -0.41673, -1.70180], [6.31836, 0.23993, 1.84514], [6.44820, -1.13833, 1.57576], [7.71087, -1.76574, 1.71358], [5.33492, -1.91762, 2.43860], [4.81885, -2.99598, 1.62262], [4.74156, -2.38501, 0.25457], [5.87768, -1.54120, 0.11699], [5.40013, -3.89818, 1.83092], [3.85089, -3.26352, 2.04828], [3.79092, -1.84857, 0.16303], [4.71493, -3.12853, -0.54186], [-3.07914, -0.16864, -1.41418], [-2.75283, -1.52203, -1.66428], [-1.63616, -1.80188, -2.49297], [-2.61539, -2.30497, -0.28049], [-3.55555, -3.38201, -0.20445], [-4.18566, -3.54970, -1.57032], [-4.08036, -2.25872, -2.13695], [-3.14712, -4.27503, 0.26802], [-4.27269, -3.04397, 0.54146], [-5.23969, -3.80576, -1.52190], [-3.67528, -4.36904, -2.08616], [-6.29541, -1.06537, 2.67555], [-5.31034, -0.78767, 1.70565], [-5.45885, -1.09191, 0.32979], [-5.08394, 0.79581, 1.71049], [-3.88032, 1.18316, 2.40846], [-3.42634, -0.09290, 3.12599], [-3.85835, -1.14369, 2.25409], [-3.12724, 1.46571, 1.67350], [-4.19857, 1.99880, 3.04883], [-3.91714, -0.15941, 4.09729], [-2.34619, -0.10279, 3.21746], [2.46471, 2.14942, 2.38913], [1.98070, 1.89572, 3.68983], [2.00265, 2.89750, 4.68510], [0.53362, 1.21171, 3.65210], [0.57191, -0.13007, 4.14066], [2.03020, -0.56136, 4.09917], [2.75925, 0.63330, 4.29261], [0.12452, -0.17951, 5.13441], [-0.06045, -0.71679, 3.47247], [2.29951, -1.02691, 3.15391], [2.17967, -1.27356, 4.90880], [-0.66102, 5.13601, -4.09660], [-1.83047, 4.39347, -4.40055], [-2.71447, 4.96007, -5.34624], [-1.50349, 2.87845, -4.75937], [-2.16043, 1.93015, -3.93596], [-3.10939, 2.71549, -3.02778], [-2.63509, 4.07095, -3.05756], [-2.73357, 1.24148, -4.56004], [-1.50893, 1.26054, -3.36854], [-3.22509, 2.30715, -2.03220], [-4.08159, 2.75904, -3.52623]]}


No. 3
{"formula": "C14H32N6O6SY", "method": "ωB97M-V/def2-TZVPD", "e_tot_ev": -48120.0313, "charge": 1, "e_homo_ev": [-9.32, -9.32], "max_force_ev_per_a": 6.7, "symbols": ["O", "H", "Y", "N", "N", "N", "N", "O", "O", "O", "O", "C", "C", "C", "C", "C", "H", "H", "H", "C", "H", "H", "H", "C", "C", "H", "H", "H", "H", "H", "H", "H", "H", "C", "H", "H", "H", "O", "H", "H", "C", "C", "N", "C", "S", "N", "C", "C", "H", "H", "H", "H", "H", "H", "H", "H", "H", "H", "H", "H"], "coordinates": [[-0.06281, 0.39980, -6.70541], [-0.65089, -0.01583, -7.36220], [-0.18825, 0.12424, -1.92476], [0.23814, 1.72180, -0.34121], [1.54329, 1.07887, -2.65564], [-1.20939, -1.04773, -0.15376], [-0.22522, -1.79050, -2.65277], [-0.49849, 2.02386, 0.82092], [-1.85839, -0.78912, 1.07166], [0.34857, -1.94549, -3.89277], [2.08713, 0.37762, -3.56983], [1.92269, 2.12966, -1.97901], [1.32265, 2.48846, -0.71593], [-1.31060, -2.39239, -0.61295], [-0.80140, -2.70798, -1.87556], [1.63262, 3.61611, 0.13501], [1.90344, 3.26429, 1.14324], [0.76959, 4.29322, 0.23326], [2.47491, 4.20424, -0.23956], [3.01206, 2.83059, -2.62917], [2.71902, 3.06913, -3.66063], [3.88722, 2.17135, -2.68164], [3.29564, 3.74709, -2.13495], [-2.05756, -3.28971, 0.25389], [-0.87998, -4.03825, -2.43778], [-2.73030, -2.82710, 0.98660], [-1.34239, -3.92514, 0.79829], [-2.66339, -3.93486, -0.38395], [-0.12062, -4.25889, -3.19109], [-1.86317, -4.18788, -2.89716], [-0.76156, -4.75389, -1.63192], [-1.48266, 0.33862, 1.22558], [0.54190, -1.03363, -4.23713], [-0.94408, 0.82077, -5.64478], [-0.44239, 1.56191, -4.98900], [-1.38111, -0.05037, -5.10657], [-1.78244, 1.34904, -6.10744], [-2.11560, 1.15659, -1.70414], [-2.09356, 0.23744, -1.26798], [-1.39529, 1.69839, -1.23963], [0.79461, 1.98854, 5.18523], [-0.24759, 1.58758, 4.17292], [0.44431, 1.14156, 3.00657], [0.17267, -0.00916, 2.34409], [0.37940, 0.05687, 0.62755], [0.10860, -1.26257, 2.78097], [0.48182, -1.61038, 4.11152], [-0.64310, -2.36719, 4.77545], [1.46347, 1.16507, 5.45357], [0.28211, 2.32213, 6.08694], [1.40189, 2.81545, 4.80651], [-0.91839, 0.79266, 4.50985], [-0.86332, 2.45642, 3.91361], [0.98933, 1.83712, 2.48898], [-0.05074, -2.05964, 2.13494], [1.39202, -2.21160, 4.04814], [0.72038, -0.69542, 4.65793], [-0.86197, -3.29165, 4.23595], [-0.33476, -2.61718, 5.79267], [-1.54812, -1.75298, 4.82446]]}


No. 4
{"formula": "C14H32N6O6SZn", "method": "ωB97M-V/def2-TZVPD", "e_tot_ev": -95504.6722, "charge": 0, "e_homo_ev": [-7.38, -7.37], "max_force_ev_per_a": 3.9, "symbols": ["O", "H", "Zn", "N", "N", "N", "N", "O", "O", "O", "O", "C", "C", "C", "C", "C", "H", "H", "H", "C", "H", "H", "H", "C", "C", "H", "H", "H", "H", "H", "H", "H", "H", "C", "H", "H", "H", "O", "H", "H", "C", "C", "N", "C", "S", "N", "C", "C", "H", "H", "H", "H", "H", "H", "H", "H", "H", "H", "H", "H"], "coordinates": [[3.70911, -0.56177, -2.40687], [4.24539, -1.30931, -2.09399], [3.06814, 0.50573, -0.28952], [1.59572, -0.83975, 1.05469], [1.97412, -1.83021, -1.27799], [1.14934, 1.72617, -0.28168], [1.44220, 0.72094, -2.52272], [0.87688, -0.30550, 1.97972], [0.32419, 1.82768, 0.75837], [1.60316, 0.12804, -3.69467], [1.85562, -2.23442, -2.45587], [1.83159, -2.75087, -0.27981], [1.58403, -2.18643, 1.00188], [0.80715, 2.52976, -1.30404], [1.07243, 1.99337, -2.60380], [1.20954, -3.02986, 2.17129], [0.10145, -3.10477, 2.28170], [1.61182, -2.59693, 3.12055], [1.60338, -4.05803, 2.06688], [1.84934, -4.22214, -0.49963], [2.64770, -4.66439, 0.11397], [2.03999, -4.44636, -1.55829], [0.89601, -4.65933, -0.18312], [0.00347, 3.78516, -1.14770], [0.87795, 2.76332, -3.86512], [-0.38602, 3.90808, -0.12663], [-0.85505, 3.76900, -1.85059], [0.59151, 4.68505, -1.40104], [1.22969, 2.14473, -4.71002], [1.43020, 3.70465, -3.85528], [-0.17176, 3.02963, -4.02422], [0.55107, 0.99595, 1.32983], [2.15493, -0.66006, -3.42255], [4.03956, 1.40752, 1.08605], [4.15272, 0.93256, 2.08573], [3.88748, 2.49771, 1.02789], [4.80061, 1.07921, 0.37109], [2.00958, -1.31036, 4.49494], [1.41478, -1.51860, 5.24224], [1.55900, -0.63730, 3.95773], [-4.33373, 2.55368, -0.39786], [-4.15468, 1.04783, -0.54832], [-2.74604, 0.72084, -0.76095], [-2.19838, -0.47019, -0.50349], [-0.83884, -1.00591, -1.35830], [-2.75507, -1.23867, 0.49697], [-2.81606, -0.62051, 1.87572], [-3.44404, -1.61821, 2.83414], [-3.59488, 2.97816, 0.30410], [-5.34219, 2.77410, -0.00678], [-4.22986, 3.06497, -1.36973], [-4.51182, 0.51909, 0.34244], [-4.75357, 0.69649, -1.40261], [-2.32187, 1.16221, -1.57514], [-2.35970, -2.16280, 0.52917], [-1.79042, -0.35552, 2.19469], [-3.40184, 0.29838, 1.80701], [-2.79370, -2.48139, 2.98472], [-3.58431, -1.11697, 3.79466], [-4.41704, -1.95342, 2.47018]]}